{
  "formula": "C6H8NO2S",
  "method": "wB97M-V/def2-TZVPD",
  "charge": 1,
  "energy_ev": -22760.623,
  "relative_energy_kcal_mol": 65.5,
  "orbital_gap_ev": 8.34,
  "homo_energy_ev": -14.325,
  "symbols": ["C", "C", "C", "C", "C", "C", "N", "O", "O", "S", "H", "H", "H", "H", "H", "H", "H", "H"],
  "coordinates": [[-0.733025, -1.043898, -0.035101], [-3.043019, 0.406912, -0.071870], [0.540673, -1.731025, -0.084080], [1.619899, -0.710253, 0.415101], [1.491339, 0.679034, -0.339091], [0.275513, 1.540876, 0.023341], [-0.823450, 0.684440, -0.385058], [-4.184406, 0.642224, 0.011509], [-2.030174, 1.139216, -0.133006], [-2.357346, -1.435876, 0.043743], [0.463531, -2.466893, 0.707599], [0.645375, -2.355689, -0.981813], [1.369819, -0.375902, 1.410362], [2.572246, -1.102884, 0.428495], [2.343061, 1.193790, -0.091333], [1.402901, 0.600541, -1.388225], [0.262979, 1.915089, 1.058921], [0.184080, 2.420296, -0.589493]],
  "forces_ev_per_a": [[-3.338, 5.175, -1.345], [-1.947, -3.035, 0.679], [0.518, 0.508, 1.444], [-3.166, 2.253, -1.550], [-1.195, -1.297, 0.586], [0.260, -0.659, 0.772], [2.551, -5.903, 0.086], [-0.004, -0.053, -0.227], [0.537, 3.550, 0.500], [1.121, 0.076, -0.009], [-0.180, -0.578, 0.284], [0.312, 0.662, -0.171], [-0.108, -0.674, 0.743], [2.046, -0.784, -0.308], [2.095, 1.480, 0.341], [0.479, -0.497, -1.320], [-0.284, -0.589, -0.010], [0.303, 0.364, -0.493]]
}